# 1
Computed, not measured: a cluster of 6 separate species, C33H68N7O5 in total at a distorted geometry, with ωB97M-V with the def2-TZVPD basis set.

Last column: Mulliken charge in e.
Element x y z (Å)
H: 0.86 -1.00 -1.69  -0.223
N: -0.11 3.32 3.17  0.250
C: -2.44 6.54 0.60  0.108
H: -1.59 -4.82 2.28  0.223
H: -1.65 2.40 4.16  0.344
H: 1.43 -6.01 -3.04  0.296
O: 5.73 2.14 1.99  -0.595
H: 1.79 2.56 2.76  0.379
H: -6.32 -0.47 1.02  0.288
N: -3.52 -3.19 -0.84  -0.903
H: -2.98 5.96 -0.17  0.317
H: -2.01 -2.59 4.59  0.325
H: 7.28 -1.18 0.80  0.379
C: 1.05 3.21 2.30  -0.830
C: -1.12 -0.04 -0.24  -0.162
C: -2.67 -2.29 -0.20  -0.212
H: 1.17 -2.74 3.63  0.397
H: 3.62 -2.44 -4.61  0.395
H: 1.90 -0.35 -3.46  0.140
C: -6.09 2.64 0.50  0.052
H: 8.40 1.93 -0.68  0.308
C: -0.50 4.63 3.65  -0.870
H: -7.63 0.59 0.45  0.322
C: 0.14 -0.70 0.48  0.064
H: 9.09 0.46 0.06  0.334
N: 7.16 0.91 0.68  0.148
H: -1.20 -3.66 5.77  0.363
H: 7.83 0.32 -1.19  0.294
H: 1.17 -4.26 -0.35  -0.124
H: 3.40 -4.72 -3.51  0.233
H: -7.17 2.73 0.67  0.295
H: 1.85 -1.85 -0.36  -0.734
C: -4.28 1.10 0.02  -0.876
H: -0.79 -5.89 3.45  0.320
H: -0.35 -2.23 5.13  0.315
H: 4.96 -3.98 -2.76  0.316
H: 4.94 -0.93 -3.25  0.508
H: 0.15 -6.09 -1.71  0.332
N: -0.56 -3.85 3.80  0.157
H: -0.72 5.27 2.79  0.220
H: 4.10 -1.37 -1.68  -0.162
H: -3.81 -0.97 -5.06  0.325
H: -3.70 1.43 0.89  0.332
H: 3.36 0.62 -4.02  0.468
H: -0.16 -1.70 0.94  -0.263
H: -1.79 0.52 0.51  -0.490
C: 8.18 0.91 -0.34  -0.899
H: 3.30 -0.12 -0.03  -0.278
C: 6.73 -0.35 1.25  -0.755
C: -3.75 -2.02 -4.63  -0.666
H: -4.44 -3.68 -2.53  0.292
N: -5.68 1.36 0.26  0.221
C: -2.08 -1.11 -1.00  0.595
H: -2.16 7.49 3.12  0.215
C: -2.53 -2.79 -5.39  -0.844
H: 1.72 1.65 -2.18  0.232
H: 3.61 -5.12 -1.00  0.474
O: -0.52 1.07 3.13  -0.572
H: -4.99 6.65 0.35  0.286
H: 0.74 2.77 1.35  0.115
H: -4.11 0.04 -0.15  0.261
C: 1.25 -5.85 -1.92  -1.300
C: 2.69 1.06 -1.91  -0.827
H: -2.54 -3.91 -5.16  0.284
H: 3.51 1.84 -1.80  0.370
C: 1.30 -0.88 -0.64  1.124
H: -1.93 -0.08 -3.14  0.399
C: -3.32 -2.03 -3.07  0.199
O: -5.36 3.62 0.52  -0.565
H: 1.49 4.19 2.12  0.380
C: 1.57 -4.35 -1.43  0.589
H: -1.38 4.57 4.29  0.310
H: -2.52 -2.59 -6.51  0.349
C: -6.61 0.25 0.25  -0.853
H: 0.50 0.04 1.27  0.452
O: 1.12 -4.25 2.29  -0.639
C: -1.06 -3.03 4.89  -0.949
C: 6.59 2.07 1.13  0.093
O: -1.23 6.49 0.71  -0.637
H: -4.69 -2.64 -4.81  0.338
H: -5.02 8.33 0.93  0.351
H: 2.01 1.16 0.22  -0.422
H: 6.98 2.97 0.64  0.315
C: -2.35 -0.92 -2.51  -0.313
H: -0.83 0.74 -1.05  0.327
C: -4.70 7.32 1.17  -0.927
C: -2.70 8.13 2.41  -0.885
C: 2.93 0.03 -3.12  -0.655
N: -3.27 7.30 1.36  0.134
C: 3.82 -3.88 -2.84  -0.794
H: -5.19 6.98 2.09  0.333
C: 2.35 0.33 -0.50  0.567
H: 2.20 -2.47 -3.40  -0.171
H: -3.96 1.68 -0.86  0.333
H: -1.54 -2.39 -4.95  0.201
C: 3.92 -1.18 -2.79  -0.076
H: -3.48 8.68 2.94  0.392
H: 3.50 -3.32 -0.63  0.209
H: -2.44 -2.45 0.91  0.549
H: -2.29 -5.04 3.91  0.394
H: -6.58 -0.23 -0.73  0.258
H: 5.66 -0.48 1.08  0.057
H: 1.90 -6.56 -1.28  0.330
C: -1.36 -4.97 3.34  -0.923
H: 0.33 5.06 4.22  0.341
C: 0.64 -3.60 3.20  0.012
C: 3.16 -4.13 -1.38  -0.447
H: -1.99 8.83 1.96  0.309
N: -3.77 -2.99 -2.12  0.382
H: 6.92 -0.34 2.33  0.326
H: 1.01 -3.58 -2.07  -0.117
C: -0.79 2.20 3.50  -0.027
C: 3.33 -2.50 -3.50  -0.261

Summary:
Total charge: +1

# 2
Computed, not measured: a cluster of 8 separate species, C33H69B2NO11 in total at a distorted geometry, with ωB97M-V with the def2-TZVPD basis set.

Last column: Mulliken charge in e.
Element x y z (Å)
O: 2.56 3.04 4.29  -0.616
H: -0.05 4.59 -1.95  0.143
H: 5.55 -4.09 -0.69  0.240
H: 0.48 -3.19 -1.91  0.267
H: 2.82 -6.77 -0.57  0.170
H: -3.94 4.93 -6.91  0.281
O: 1.58 1.86 1.10  -0.344
O: -3.76 3.59 4.70  -0.346
O: 4.01 -5.28 -1.36  -0.407
H: -2.62 5.30 4.83  0.261
H: 0.90 -1.58 -5.36  0.298
C: 4.62 -6.45 0.60  -0.393
H: -3.24 1.97 5.87  0.127
H: 0.71 -11.31 1.07  0.336
H: -1.40 0.79 4.35  0.450
H: 3.06 2.93 -1.78  0.279
H: 5.39 1.34 3.88  0.288
H: 0.09 -3.94 -4.21  0.358
C: -3.66 4.98 5.00  -0.424
C: 4.51 -4.32 -0.43  -0.033
O: 2.63 -2.16 2.21  -0.471
C: 1.36 -3.27 -2.55  -0.179
C: 4.42 -4.98 0.94  -0.501
O: 1.60 -1.11 -3.48  -0.387
C: 0.70 -1.85 -4.32  -0.535
H: -4.53 2.63 -2.28  0.228
H: 2.19 0.24 4.09  0.221
C: -5.41 3.63 -0.56  -0.476
H: -2.92 2.75 -5.04  0.166
C: 3.89 -6.56 -0.73  -0.341
H: 1.47 -11.48 2.66  0.253
C: 0.05 2.79 -3.15  -0.252
H: -4.94 2.47 5.98  0.265
H: 5.15 -4.58 1.65  0.388
H: -7.47 4.42 -0.45  0.348
O: 1.83 4.29 -2.72  -0.456
H: 0.08 -9.49 3.00  0.342
C: 2.73 -10.48 1.22  -0.417
H: -3.59 6.00 6.94  0.338
H: -1.83 1.76 1.69  0.321
C: -1.02 2.24 2.24  -0.837
C: 1.14 2.05 -2.37  0.772
O: -5.06 4.59 -2.69  -0.407
H: -6.29 6.01 -1.84  0.253
H: -1.92 2.77 -7.67  0.256
C: -2.21 3.82 -7.58  -0.619
C: 3.33 -1.33 2.71  0.054
O: 3.36 -0.03 2.36  -0.242
H: -2.50 3.82 7.23  0.263
H: 2.15 -7.72 2.65  0.214
H: 0.13 2.57 -4.22  0.067
H: -0.06 1.86 4.81  0.332
O: 3.20 -9.35 1.97  -0.377
H: -4.24 3.19 -7.02  0.359
H: 2.65 -10.19 0.17  0.241
H: 5.25 3.09 4.06  0.296
C: -6.76 4.00 -1.17  -0.586
C: -0.34 1.00 4.19  -1.215
C: 0.41 4.24 -2.88  -0.383
H: 0.21 0.12 4.54  0.342
B: 1.26 1.33 2.35  0.514
H: 3.45 -11.29 1.31  0.263
H: -4.07 3.53 7.98  0.354
H: -3.48 3.88 -1.57  0.178
H: 2.14 -1.48 -1.52  0.119
H: 1.94 -4.14 -2.22  0.036
H: 0.48 -8.89 1.38  0.269
H: -1.21 5.63 -6.90  0.272
C: -4.05 5.13 6.47  -0.553
H: -5.13 5.22 6.56  0.253
C: 0.86 -9.45 2.24  -0.601
H: 1.54 2.82 1.13  0.244
H: 2.32 -9.05 3.81  0.266
C: -2.98 3.80 -5.34  -0.205
C: 2.17 -1.98 -2.50  -0.160
H: 4.30 -7.32 -1.39  0.352
H: 5.69 -6.66 0.46  0.287
H: -1.48 2.79 3.06  0.210
H: 1.79 -3.69 -4.63  0.271
H: -7.03 5.00 -3.10  0.289
C: 0.96 -3.32 -4.02  -0.639
C: 4.86 2.22 3.52  -0.990
O: -1.66 4.35 -5.34  -0.296
H: 2.87 2.69 -3.52  0.295
H: 0.11 4.91 -3.69  0.262
C: -3.58 3.80 7.05  -0.594
C: -3.50 3.94 -6.77  -0.544
H: 4.23 -7.14 1.34  0.100
H: 3.42 -4.82 1.36  0.179
H: 1.31 1.03 -2.70  -0.128
H: 0.89 2.03 -1.31  -0.335
H: -0.19 4.19 -6.78  0.284
H: 3.22 -2.16 -2.76  0.255
C: 2.34 2.96 -2.60  -0.551
H: -4.31 5.53 4.32  0.303
H: -0.33 -1.57 -4.07  0.276
H: -5.09 4.41 0.14  0.249
B: 3.32 2.07 3.70  0.616
H: -0.96 2.54 -2.83  0.361
C: -3.91 2.84 5.91  -0.214
H: 4.10 -1.59 3.46  0.421
H: -2.27 4.25 -8.58  0.370
H: 3.02 3.88 4.33  0.279
C: -6.35 4.99 -2.25  -0.468
C: 2.50 0.81 3.21  -0.578
H: 5.12 2.34 2.46  0.331
H: -0.53 2.97 1.59  0.202
H: 3.92 -3.41 -0.51  -0.022
H: -5.41 2.68 -0.03  0.339
C: 1.36 -10.82 1.80  -0.526
C: -1.21 4.56 -6.68  -0.443
H: -7.23 3.12 -1.62  0.275
C: 2.14 -8.81 2.75  -0.253
H: -3.58 4.34 -4.61  0.164
C: -4.52 3.62 -1.79  -0.248
N: -0.08 1.24 2.77  0.042

Summary:
SMILES string: CB(O)[C@H](OC=O)B(O)N(C)C.C1CCOC1.C1CCOC1.C1CCOC1.C1CCOC1.C1CCOC1.C1CCOC1.C1CCOC1

| no. | LUMO energy (eV) | E_HOMO (eV) |
| --- | --- | --- |
| 1 | -4.3 | -10.6 |
| 2 | 0.2 | -8.6 |